(1)
74
Properties=species:S:1:pos:R:3 method="wB97M-V/def2-TZVPD" total_charge=+1 gap_ev=7.09 de_lowest_kj_mol=70.67 multiplicity=1
Ba 1.06 -1.08 0.41
N -0.78 -2.25 -4.87
C -2.11 -1.63 -5.08
C -3.13 -2.38 -4.22
C -3.00 -2.03 -2.74
N -1.64 -2.45 -2.22
C -3.18 -0.54 -2.50
C -2.16 0.30 -3.29
N -0.85 0.22 -2.63
C -2.11 -0.13 -4.76
H -0.71 -3.10 -5.43
H -1.08 -2.84 -2.99
H -0.05 -1.64 -5.22
H -2.41 -1.73 -6.12
H -3.05 -3.46 -4.38
H -4.14 -2.11 -4.52
H -3.73 -2.59 -2.14
H -1.65 -3.08 -1.42
H -1.13 -1.58 -1.99
H -3.11 -0.29 -1.44
H -4.19 -0.28 -2.83
H -2.52 1.34 -3.28
H -0.90 0.69 -1.72
H -0.15 0.71 -3.18
H -1.27 0.36 -5.27
H -3.00 0.28 -5.24
S -1.27 0.75 0.75
C -0.99 2.48 1.04
C -2.11 3.26 1.33
C -2.00 4.61 1.61
C -0.76 5.23 1.62
C 0.37 4.47 1.34
C 0.27 3.12 1.05
As 1.85 2.07 0.63
C 3.17 3.45 0.33
C 3.95 3.98 1.34
C 4.87 4.99 1.07
C 5.00 5.47 -0.23
C 4.22 4.94 -1.24
C 3.31 3.93 -0.97
C 2.30 1.24 2.37
C 3.35 0.32 2.45
C 3.66 -0.27 3.67
C 2.91 0.04 4.80
C 1.85 0.93 4.71
C 1.54 1.53 3.50
H -3.08 2.79 1.34
H -2.89 5.18 1.83
H -0.66 6.28 1.84
H 1.35 4.95 1.34
H 3.85 3.62 2.36
H 5.47 5.39 1.87
H 5.71 6.26 -0.44
H 4.31 5.31 -2.26
H 2.71 3.53 -1.78
H 3.96 0.09 1.58
H 4.48 -0.96 3.73
H 3.15 -0.43 5.74
H 1.26 1.16 5.59
H 0.71 2.22 3.43
O 0.58 -4.56 4.16
C -0.42 -5.42 4.00
O -0.70 -6.24 4.83
C -1.18 -5.37 2.71
C -2.29 -6.16 2.53
N -2.74 -5.92 1.29
N -2.01 -5.03 0.62
C -1.05 -4.69 1.47
C -0.06 -3.67 1.03
O 0.69 -3.13 1.89
O -0.06 -3.30 -0.17
H 0.70 -3.99 3.36
H -2.76 -6.87 3.19
H -3.54 -6.33 0.83


(2)
27
Properties=species:S:1:pos:R:3 method="wB97M-V/def2-TZVPD" gap_ev=8.62 smiles=Cc1c[nH]c2ccccc12.CC de_lowest_kj_mol=206.33 multiplicity=1
C 1.54 1.49 1.39
C -0.51 0.58 -0.22
C 0.76 1.12 0.12
C -0.75 0.82 -1.63
C 1.38 1.57 -1.04
C -1.46 -0.26 0.39
C -2.70 -0.54 -0.29
C -3.00 -0.05 -1.58
C -1.97 0.61 -2.30
N 0.39 1.54 -2.13
H -1.49 -0.52 1.44
H -3.46 -0.97 0.40
H -3.96 -0.10 -2.02
H 2.64 1.02 1.18
H 1.04 0.94 2.21
H 2.31 2.03 -1.08
H 0.56 1.85 -3.02
H -2.23 0.88 -3.33
H 1.46 2.55 1.54
C 2.38 -2.32 3.34
C 2.17 -3.28 2.03
H 1.72 -1.47 3.14
H 1.95 -2.81 4.22
H 3.35 -2.06 3.72
H 2.74 -4.25 2.18
H 2.54 -2.93 1.05
H 1.04 -3.39 1.99


(3)
25
Properties=species:S:1:pos:R:3 method="wB97M-V/def2-TZVPD" total_charge=-2 gap_ev="4.86 / 4.88" s_squared=6.025 multiplicity=5
C -1.47 2.32 0.15
C -2.07 1.05 -0.11
C -1.60 0.59 -1.38
H -2.82 0.58 0.51
C -0.74 1.58 -1.92
C -0.64 2.64 -0.96
H -0.06 3.56 -1.08
H -1.62 2.93 1.03
H -1.82 -0.37 -1.84
H -0.27 1.54 -2.90
Fe 0.31 -0.30 0.83
Cl -0.76 0.39 2.56
C 1.65 -1.97 1.17
C 1.63 -2.03 -0.26
C 0.30 -2.30 -0.69
H 2.50 -1.95 -0.90
C -0.54 -2.35 0.47
C 0.30 -2.24 1.64
H 0.00 -2.38 2.67
H 2.51 -1.83 1.82
H -0.01 -2.51 -1.71
H -1.60 -2.57 0.47
S 3.07 3.08 0.30
C 2.19 1.79 0.11
N 1.57 0.75 0.02


(4)
55
Properties=species:S:1:pos:R:3 method="wB97M-V/def2-TZVPD" total_charge=+1 gap_ev="6.67 / 6.99" s_squared=0.896 de_lowest_kj_mol=411.51 multiplicity=2
Ru 0.21 0.10 -0.22
C -0.03 1.62 -3.65
C -0.99 2.45 -2.82
S -0.63 2.67 -1.04
C 0.81 3.81 -0.99
C 2.16 3.26 -1.43
S 2.55 1.53 -0.92
C 2.94 0.76 -2.54
C 2.02 -0.36 -2.97
S 0.21 -0.06 -2.93
H 0.93 2.10 -3.77
H -0.48 1.46 -4.63
H -1.97 1.97 -2.80
H -1.09 3.45 -3.25
H 0.83 4.12 0.05
H 0.56 4.68 -1.60
H 2.94 3.87 -0.96
H 2.29 3.32 -2.50
H 3.95 0.35 -2.43
H 2.98 1.57 -3.28
H 2.12 -1.22 -2.30
H 2.29 -0.67 -3.99
C 1.24 2.52 2.96
C 1.59 1.08 2.88
N 1.39 0.32 1.82
C 1.82 -0.94 2.15
C 2.29 -0.93 3.44
N 2.13 0.36 3.87
C 2.82 -1.96 4.39
O 2.78 -3.21 4.00
O 3.20 -1.58 5.47
C 1.84 -2.03 1.11
O 2.12 -3.17 1.46
O 1.61 -1.63 -0.07
H 0.26 2.67 2.51
H 1.98 3.11 2.42
H 1.21 2.85 3.99
H 2.41 0.66 4.80
H 2.50 -3.35 3.05
O -0.83 -2.28 -1.59
S -2.14 -1.68 -1.65
O -2.66 -1.32 -2.93
N -1.96 -0.32 -0.67
C -2.43 -0.58 0.53
S -1.82 0.32 1.82
C -3.39 -1.68 0.59
C -4.32 -1.97 1.58
C -5.20 -3.02 1.35
C -5.14 -3.78 0.19
C -4.21 -3.49 -0.80
C -3.35 -2.44 -0.58
H -4.37 -1.36 2.47
H -5.96 -3.24 2.09
H -5.83 -4.59 0.04
H -4.16 -4.06 -1.72


(5)
21
Properties=species:S:1:pos:R:3 method="wB97M-V/def2-TZVPD" total_charge=-2 gap_ev=6.05 de_lowest_kj_mol=20.82 multiplicity=1
O 1.30 -1.52 -0.18
C 0.42 -0.74 -0.63
O 0.38 -0.36 -1.83
C -0.60 -0.17 0.36
C -2.08 -0.62 0.05
S -3.24 -0.41 1.47
N -0.51 1.30 0.35
H -0.31 -0.55 1.35
H -2.37 -0.09 -0.86
H -1.96 -1.70 -0.03
H -1.35 1.58 0.87
H -0.65 1.66 -0.59
H 2.34 0.51 -3.55
H 1.17 -0.30 -3.56
O 1.71 0.22 -4.19
H 2.82 -1.39 0.73
H 3.41 0.02 1.11
O 3.46 -0.93 1.32
H 0.89 2.56 2.68
H 0.94 2.27 1.21
O 1.33 2.90 1.89


(6)
67
Properties=species:S:1:pos:R:3 method="wB97M-V/def2-TZVPD" total_charge=+3 gap_ev="4.96 / 4.95" de_lowest_kj_mol=26.72 multiplicity=1
C -0.94 2.24 -0.54
I -1.99 -1.54 -0.35
H -0.76 3.29 -0.75
H -0.89 1.66 -1.47
H -0.22 1.87 0.18
Sn -3.02 2.39 0.40
P -3.17 1.26 -2.21
C -1.99 0.36 -3.32
C -4.76 0.39 -2.34
H -5.12 0.51 -3.37
H -3.88 2.32 -4.19
H -5.46 0.87 -1.64
H -4.06 3.45 -2.79
H -2.16 -0.72 -3.29
H -4.63 -0.66 -2.07
C -3.41 2.71 -3.28
H -2.14 0.73 -4.34
H -2.44 3.15 -3.52
H -0.95 0.55 -3.03
P -1.72 2.03 2.77
C -0.03 1.38 3.09
C -1.57 3.70 3.51
H -3.84 1.31 3.69
H -2.60 1.51 4.97
H -2.58 0.06 3.90
C -2.79 1.14 3.95
H -2.41 4.33 3.18
H -1.59 3.59 4.61
H 0.24 1.57 4.14
H 0.71 1.89 2.46
H -0.62 4.15 3.20
H 0.04 0.30 2.90
Cl -4.60 4.18 0.58
C 2.52 -2.80 -4.35
C 1.31 -3.30 -3.85
C 0.79 -2.77 -2.66
C 1.48 -1.76 -1.99
C 2.66 -1.23 -2.51
C 3.18 -1.76 -3.70
Sb 0.80 -0.96 -0.08
C 1.08 -2.70 1.16
C 0.31 -2.82 2.32
C 0.26 -4.06 2.98
C 0.98 -5.15 2.47
C 1.74 -5.01 1.30
C 1.86 -3.76 0.68
C 2.51 0.44 0.49
C 3.36 0.07 1.53
C 4.36 0.95 1.96
C 4.51 2.21 1.35
C 3.63 2.59 0.32
C 2.65 1.68 -0.13
H 2.94 -3.21 -5.27
H 0.78 -4.11 -4.35
H -0.15 -3.18 -2.26
H 3.17 -0.42 -1.99
H 4.13 -1.37 -4.08
H -0.28 -1.98 2.69
H -0.33 -4.16 3.89
H 0.95 -6.11 2.99
H 2.28 -5.86 0.88
H 2.54 -3.63 -0.17
H 3.25 -0.91 2.01
H 5.03 0.64 2.76
H 5.30 2.89 1.68
H 3.72 3.57 -0.15
H 2.01 1.98 -0.96


(7)
31
Properties=species:S:1:pos:R:3 method="wB97M-V/def2-TZVPD" total_charge=+1 gap_ev="9.64 / 7.60" s_squared=2.005 de_lowest_kj_mol=5.39 multiplicity=3
Pt -0.69 -0.08 0.60
C -2.89 2.21 0.28
O -1.96 1.61 1.21
C -1.25 2.54 2.04
C 0.08 2.86 1.40
O 0.70 1.59 1.13
C 1.97 1.71 0.46
H -3.61 2.81 0.84
H -3.41 1.39 -0.22
H -2.37 2.83 -0.45
H -1.10 2.04 3.00
H -1.84 3.44 2.20
H 0.71 3.44 2.07
H -0.05 3.40 0.46
H 2.66 2.26 1.10
H 1.84 2.23 -0.49
H 2.34 0.70 0.30
C 2.03 -2.96 -0.85
C 0.62 -2.43 -1.01
C -0.02 -2.84 -2.32
O 0.68 -0.96 -0.95
C -0.26 -2.92 0.15
O -0.40 -4.10 0.33
O -0.86 -2.01 0.91
H 2.65 -2.64 -1.69
H 2.00 -4.05 -0.81
H 2.47 -2.60 0.08
H 0.59 -2.51 -3.16
H -1.03 -2.42 -2.42
H -0.10 -3.92 -2.36
H 0.53 -0.62 -1.84


(8)
16
Properties=species:S:1:pos:R:3 method="wB97M-V/def2-TZVPD" gap_ev=8.22 de_lowest_kj_mol=442.41 multiplicity=1
C -3.91 0.20 -0.75
C -1.95 0.66 0.41
C 1.09 -0.19 0.20
C 2.41 -0.29 -0.58
C 2.23 0.47 0.65
C -3.25 -0.90 -1.07
N -4.66 1.14 -0.81
O -2.40 1.17 1.33
S 2.82 1.39 1.87
H 0.21 0.52 -0.12
H 0.87 -1.08 0.63
H 2.92 -1.19 -0.44
H 2.55 0.32 -1.53
H -2.25 -0.82 -1.67
H -3.77 -1.83 -1.09
H -4.84 1.82 -0.20


Number 1: energy -118615.286 eV. Number 2: energy -13138.653 eV. Number 3: energy -70803.707 eV. Number 4: energy -93551.038 eV. Number 5: energy -25853.656 eV. Number 6: energy -78050.200 eV. Number 7: energy -22046.315 eV. Number 8: energy -20702.736 eV.